1.
{"formula": "C34H37MoN7O5S2", "method": "ωB97M-V with the def2-TZVPD basis set", "species": ["Mo", "C", "C", "N", "N", "C", "S", "S", "C", "C", "C", "C", "C", "C", "C", "C", "C", "C", "C", "C", "C", "O", "H", "H", "H", "H", "H", "H", "H", "H", "H", "H", "H", "H", "H", "H", "O", "C", "O", "C", "N", "C", "C", "C", "H", "H", "H", "H", "H", "H", "H", "H", "H", "C", "C", "N", "C", "C", "C", "C", "C", "C", "C", "C", "N", "C", "N", "H", "H", "H", "H", "H", "H", "H", "H", "H", "N", "C", "C", "O", "O", "H", "H", "H", "H", "H"], "positions_angstrom": [[-0.070, -0.252, -0.878], [3.251, -0.398, 2.164], [2.072, 0.093, 1.381], [1.617, -0.569, 0.357], [2.186, -1.829, 0.126], [1.308, -2.738, -0.095], [-0.443, -2.421, -0.144], [1.928, -4.302, -0.570], [0.781, -5.493, 0.222], [0.884, -5.501, 1.723], [-0.177, -5.072, 2.515], [-0.070, -5.078, 3.900], [1.099, -5.515, 4.504], [2.157, -5.961, 3.720], [2.048, -5.956, 2.339], [1.377, 1.295, 1.833], [1.979, 2.116, 2.801], [1.307, 3.171, 3.375], [-0.017, 3.421, 3.022], [-0.636, 2.646, 2.064], [0.058, 1.606, 1.449], [-0.590, 0.963, 0.463], [3.474, -1.432, 1.936], [3.070, -0.293, 3.231], [4.126, 0.205, 1.909], [1.126, -6.438, -0.199], [-0.233, -5.323, -0.135], [-1.107, -4.766, 2.051], [-0.907, -4.755, 4.507], [1.181, -5.528, 5.583], [3.063, -6.324, 4.187], [2.875, -6.308, 1.731], [2.995, 1.916, 3.111], [1.800, 3.786, 4.116], [-0.562, 4.227, 3.496], [-1.660, 2.828, 1.762], [2.106, 2.465, -3.413], [1.218, 2.485, -2.467], [0.807, 1.447, -1.958], [0.760, 3.878, -2.043], [1.401, 4.839, -2.955], [2.235, 5.781, -2.164], [2.573, 4.981, -0.914], [1.268, 4.237, -0.631], [-0.328, 3.883, -2.102], [0.735, 5.315, -3.547], [2.154, 3.448, -3.670], [1.671, 6.680, -1.908], [3.111, 6.076, -2.736], [2.886, 5.612, -0.086], [3.382, 4.277, -1.122], [0.546, 4.906, -0.161], [1.384, 3.367, 0.013], [-3.634, -0.840, -3.433], [-2.346, -0.817, -2.952], [-2.005, -0.062, -1.888], [-2.948, 0.669, -1.284], [-4.281, 0.642, -1.656], [-4.614, -0.107, -2.777], [-5.308, 1.388, -0.904], [-5.475, 1.502, 0.418], [-4.747, 0.884, 1.548], [-5.165, 1.163, 2.845], [-4.460, 0.577, 3.885], [-3.425, -0.230, 3.676], [-3.117, -0.451, 2.403], [-3.715, 0.059, 1.334], [-3.869, -1.442, -4.299], [-1.558, -1.398, -3.407], [-2.626, 1.269, -0.451], [-5.641, -0.135, -3.124], [-6.045, 1.887, -1.525], [-6.313, 2.113, 0.736], [-6.008, 1.813, 3.037], [-4.733, 0.762, 4.918], [-2.280, -1.118, 2.217], [3.239, -2.222, -4.843], [2.826, -1.540, -3.575], [1.293, -1.453, -3.636], [0.761, -1.717, -4.702], [0.729, -1.112, -2.556], [4.055, -1.811, -5.289], [2.387, -2.134, -5.442], [3.412, -3.216, -4.700], [3.237, -0.532, -3.563], [3.175, -2.089, -2.706]], "atomic_forces_ev_per_a": [[0.35, 0.14, -0.19], [0.04, 0.00, -0.04], [-0.03, 0.00, -0.10], [-0.09, -0.14, 0.05], [0.11, -0.05, 0.09], [-0.04, 0.03, -0.06], [-0.15, -0.04, 0.13], [0.04, -0.09, 0.02], [0.06, 0.08, 0.04], [-0.03, 0.02, 0.01], [0.01, -0.03, -0.06], [-0.01, -0.01, 0.00], [-0.01, -0.01, 0.00], [0.00, 0.00, -0.02], [0.04, 0.05, 0.01], [-0.03, 0.02, 0.03], [0.06, -0.02, 0.04], [0.08, 0.05, 0.07], [-0.10, 0.02, -0.02], [0.02, 0.03, 0.02], [0.09, 0.11, -0.13], [-0.17, -0.14, 0.12], [0.02, -0.03, -0.02], [-0.01, 0.00, -0.01], [-0.03, 0.01, 0.03], [-0.02, -0.03, -0.03], [-0.03, 0.05, 0.02], [0.00, 0.06, -0.03], [0.03, -0.01, -0.03], [0.00, 0.00, -0.03], [-0.02, 0.01, -0.01], [-0.02, 0.01, 0.02], [-0.03, 0.00, -0.01], [-0.02, -0.02, -0.03], [0.01, -0.01, -0.01], [0.01, -0.01, 0.00], [-0.17, 0.02, -0.10], [0.01, 0.06, 0.08], [-0.14, -0.05, 0.28], [0.10, -0.05, -0.11], [0.00, -0.01, 0.05], [-0.02, -0.07, -0.06], [-0.02, -0.03, -0.02], [0.02, -0.01, -0.01], [-0.04, 0.02, 0.01], [-0.01, 0.03, -0.01], [0.16, 0.04, 0.12], [-0.02, 0.00, 0.01], [0.01, 0.01, -0.01], [-0.01, 0.01, 0.00], [-0.01, 0.00, 0.00], [-0.01, -0.01, 0.01], [0.00, 0.02, -0.04], [-0.05, -0.02, -0.03], [-0.01, 0.02, 0.06], [0.02, -0.03, -0.02], [0.05, -0.05, 0.06], [-0.10, 0.02, 0.04], [-0.05, -0.02, -0.04], [0.01, 0.02, 0.06], [0.04, -0.03, -0.06], [-0.01, 0.02, -0.02], [-0.01, 0.02, 0.03], [-0.03, 0.03, -0.01], [0.02, -0.01, -0.02], [-0.03, 0.03, -0.02], [0.02, -0.03, 0.00], [0.00, 0.02, 0.02], [0.05, -0.02, -0.03], [0.01, 0.04, 0.01], [0.03, 0.00, 0.01], [0.00, -0.01, 0.01], [0.00, -0.02, 0.00], [0.02, -0.02, 0.00], [0.00, 0.00, -0.02], [-0.01, 0.00, -0.01], [0.00, -0.03, 0.06], [-0.03, 0.04, -0.02], [0.05, -0.03, 0.06], [-0.02, -0.02, -0.10], [0.03, 0.03, -0.04], [0.01, 0.02, -0.02], [-0.07, 0.01, -0.05], [0.04, -0.03, 0.00], [0.02, 0.01, 0.03], [-0.01, -0.03, 0.02]], "total_charge": 2, "s2": 2.025, "e_homo_ev": [-12.813, -12.817], "multiplicity": 3, "gap_ev": [6.4, 6.6]}



2.
{"formula": "C34H37NO5PSTi", "method": "ωB97M-V with the def2-TZVPD basis set", "species": ["Ti", "O", "C", "O", "C", "C", "C", "C", "C", "N", "C", "O", "O", "H", "H", "H", "C", "C", "C", "C", "C", "C", "C", "P", "C", "C", "C", "C", "C", "C", "C", "C", "C", "C", "C", "C", "C", "C", "H", "H", "H", "H", "H", "H", "H", "H", "H", "H", "H", "H", "H", "H", "H", "H", "H", "H", "H", "H", "C", "C", "C", "S", "O", "C", "C", "C", "H", "H", "H", "H", "H", "H", "H", "H", "H", "H", "H", "H", "H", "H"], "positions_angstrom": [[0.633, -0.310, -0.569], [-1.788, -3.557, -0.142], [-1.082, -2.605, 0.059], [-0.674, -1.734, -0.849], [-0.437, -2.310, 1.400], [-0.529, -3.045, 2.576], [0.277, -2.659, 3.643], [1.160, -1.590, 3.513], [1.172, -0.915, 2.300], [0.374, -1.275, 1.318], [2.098, 0.200, 1.873], [2.909, 0.730, 2.574], [1.893, 0.484, 0.571], [-1.194, -3.894, 2.632], [0.236, -3.208, 4.573], [1.825, -1.286, 4.306], [-4.071, 2.298, 1.884], [-4.143, 1.273, 0.786], [-5.421, 0.845, 0.429], [-5.639, -0.063, -0.593], [-4.560, -0.565, -1.302], [-3.282, -0.164, -0.954], [-3.056, 0.735, 0.088], [-1.312, 1.201, 0.330], [-1.057, 1.413, 2.118], [-1.749, 0.515, 2.937], [-1.561, 0.500, 4.305], [-0.659, 1.391, 4.875], [0.034, 2.272, 4.066], [-0.142, 2.306, 2.681], [0.654, 3.305, 1.892], [-1.096, 2.724, -0.599], [-1.739, 3.936, -0.341], [-1.485, 5.028, -1.146], [-0.596, 4.905, -2.213], [0.017, 3.698, -2.484], [-0.232, 2.581, -1.684], [0.383, 1.250, -1.983], [-4.825, 3.062, 1.703], [-3.105, 2.791, 1.976], [-4.289, 1.845, 2.851], [-6.265, 1.252, 0.967], [-6.647, -0.367, -0.837], [-4.703, -1.268, -2.108], [-2.439, -0.580, -1.504], [-2.467, -0.170, 2.501], [-2.117, -0.193, 4.921], [-0.501, 1.403, 5.943], [0.741, 2.958, 4.511], [1.484, 3.666, 2.496], [0.042, 4.162, 1.606], [1.069, 2.882, 0.973], [-2.423, 4.027, 0.491], [-1.969, 5.972, -0.946], [-0.392, 5.761, -2.839], [0.691, 3.612, -3.323], [1.424, 1.364, -2.333], [-0.168, 0.747, -2.797], [4.547, -1.386, -5.174], [3.647, -1.377, -3.946], [2.667, -2.540, -4.008], [1.411, -2.535, -2.699], [1.760, -1.252, -1.880], [1.921, -3.910, -1.676], [3.319, -3.879, -1.068], [3.458, -2.938, 0.121], [5.259, -0.566, -5.130], [3.966, -1.273, -6.087], [5.113, -2.312, -5.249], [3.099, -0.434, -3.880], [4.239, -1.452, -3.033], [3.189, -3.494, -3.936], [2.102, -2.535, -4.941], [1.780, -4.758, -2.354], [1.143, -4.004, -0.910], [4.069, -3.669, -1.831], [3.520, -4.903, -0.741], [3.402, -1.889, -0.170], [4.413, -3.097, 0.619], [2.673, -3.136, 0.855]], "atomic_forces_ev_per_a": [[-0.32, 0.39, -0.53], [0.07, 0.20, 0.10], [-0.01, -0.16, 0.01], [0.16, -0.15, 0.01], [-0.29, -0.44, 0.22], [0.03, 0.16, -0.27], [0.05, 0.09, -0.05], [-0.11, 0.14, -0.32], [0.32, -0.02, 0.66], [-0.02, 0.10, -0.24], [0.12, 0.24, -0.17], [-0.20, -0.19, -0.08], [0.14, -0.05, 0.27], [-0.03, -0.03, -0.01], [-0.01, -0.03, 0.04], [0.05, 0.03, 0.07], [0.14, 0.16, 0.06], [-0.20, 0.07, 0.01], [0.04, -0.08, -0.08], [0.10, 0.03, 0.03], [0.00, 0.05, 0.08], [0.17, -0.28, -0.32], [0.21, -0.06, 0.01], [0.06, -0.12, 0.11], [-0.15, -0.01, -0.08], [-0.05, -0.07, 0.06], [0.06, 0.04, 0.00], [-0.04, 0.00, -0.14], [-0.04, -0.05, 0.02], [0.07, 0.03, 0.15], [0.19, 0.02, -0.16], [-0.01, 0.12, -0.08], [0.02, -0.09, -0.07], [0.06, -0.05, -0.06], [-0.09, 0.09, 0.09], [-0.04, -0.06, 0.10], [-0.04, 0.09, 0.09], [0.07, -0.22, 0.03], [-0.05, 0.06, 0.02], [-0.12, -0.09, -0.02], [-0.01, -0.02, 0.05], [-0.10, 0.05, 0.06], [-0.05, -0.02, -0.02], [-0.02, -0.05, -0.06], [-0.26, 0.16, 0.15], [0.00, -0.02, -0.05], [-0.03, -0.03, 0.03], [0.02, -0.01, 0.11], [0.06, 0.05, 0.03], [0.02, 0.02, -0.01], [0.03, -0.01, 0.02], [-0.05, 0.05, 0.13], [0.00, 0.02, -0.01], [-0.02, 0.06, 0.00], [0.01, 0.06, -0.04], [0.08, -0.02, -0.10], [-0.19, -0.05, 0.07], [0.06, 0.03, 0.09], [0.01, 0.04, 0.04], [-0.04, 0.09, 0.10], [0.07, -0.12, 0.00], [-0.06, 0.45, 0.02], [-0.03, -0.35, -0.08], [0.01, -0.18, -0.02], [-0.10, -0.14, 0.03], [0.04, 0.08, 0.03], [0.03, 0.04, 0.01], [-0.06, 0.01, -0.09], [0.05, -0.10, 0.00], [0.03, -0.07, -0.04], [0.02, 0.02, 0.00], [0.00, -0.05, -0.06], [-0.01, 0.03, 0.02], [0.03, -0.03, 0.01], [0.04, 0.07, -0.06], [0.03, 0.09, -0.05], [0.00, 0.03, 0.01], [0.04, -0.06, 0.01], [0.04, 0.01, 0.02], [-0.03, -0.01, 0.04]], "total_charge": 1, "e_homo_ev": -11.211, "gap_ev": 7.9}



3.
{"formula": "C34H37NO5PSTi", "method": "ωB97M-V with the def2-TZVPD basis set", "species": ["Ti", "O", "C", "O", "C", "C", "C", "C", "C", "N", "C", "O", "O", "H", "H", "H", "C", "C", "C", "C", "C", "C", "C", "P", "C", "C", "C", "C", "C", "C", "C", "C", "C", "C", "C", "C", "C", "C", "H", "H", "H", "H", "H", "H", "H", "H", "H", "H", "H", "H", "H", "H", "H", "H", "H", "H", "H", "H", "C", "C", "C", "S", "O", "C", "C", "C", "H", "H", "H", "H", "H", "H", "H", "H", "H", "H", "H", "H", "H", "H"], "positions_angstrom": [[0.397, 0.999, -0.359], [3.819, 2.033, -2.113], [2.969, 1.712, -1.324], [1.688, 1.682, -1.535], [3.256, 1.358, 0.136], [4.448, 1.401, 0.846], [4.384, 1.195, 2.223], [3.153, 1.057, 2.858], [2.010, 1.033, 2.066], [2.104, 1.116, 0.748], [0.532, 1.104, 2.473], [0.193, 1.225, 3.624], [-0.224, 1.101, 1.426], [5.379, 1.590, 0.334], [5.294, 1.187, 2.804], [3.069, 0.966, 3.930], [0.129, -4.496, 1.780], [1.508, -3.920, 1.664], [2.565, -4.684, 2.150], [3.876, -4.256, 2.074], [4.166, -3.035, 1.489], [3.131, -2.253, 1.009], [1.802, -2.668, 1.098], [0.554, -1.511, 0.405], [-0.755, -1.591, 1.702], [-0.340, -1.831, 3.016], [-1.239, -1.779, 4.065], [-2.561, -1.446, 3.830], [-2.969, -1.163, 2.540], [-2.085, -1.222, 1.472], [-2.547, -0.821, 0.108], [0.155, -2.364, -1.175], [0.355, -3.724, -1.405], [0.169, -4.257, -2.666], [-0.183, -3.433, -3.723], [-0.332, -2.074, -3.511], [-0.166, -1.513, -2.245], [-0.337, -0.038, -2.060], [0.144, -5.550, 1.501], [-0.592, -3.972, 1.158], [-0.216, -4.435, 2.813], [2.346, -5.645, 2.590], [4.670, -4.879, 2.457], [5.188, -2.701, 1.408], [3.353, -1.301, 0.538], [0.696, -2.062, 3.228], [-0.907, -1.993, 5.068], [-3.265, -1.389, 4.645], [-3.991, -0.871, 2.350], [-3.630, -0.894, 0.030], [-2.096, -1.462, -0.649], [-2.249, 0.227, -0.061], [0.673, -4.379, -0.612], [0.306, -5.315, -2.826], [-0.327, -3.849, -4.709], [-0.585, -1.440, -4.349], [-1.404, 0.199, -2.194], [0.187, 0.446, -2.900], [-4.383, 4.675, 0.302], [-3.159, 3.864, -0.116], [-1.985, 4.782, -0.418], [-0.429, 3.851, -0.821], [-0.855, 2.398, -0.660], [-0.361, 3.995, -2.650], [-1.548, 3.304, -3.304], [-1.231, 2.807, -4.710], [-5.254, 4.029, 0.360], [-4.586, 5.469, -0.414], [-4.243, 5.128, 1.279], [-3.407, 3.274, -0.998], [-2.883, 3.176, 0.688], [-1.743, 5.363, 0.471], [-2.206, 5.468, -1.234], [0.575, 3.491, -2.907], [-0.273, 5.052, -2.889], [-2.404, 3.977, -3.350], [-1.818, 2.441, -2.690], [-1.009, 3.640, -5.369], [-2.089, 2.271, -5.109], [-0.379, 2.130, -4.700]], "atomic_forces_ev_per_a": [[-0.51, -0.77, -0.86], [-0.34, -0.19, 0.33], [2.03, 0.24, 0.24], [-0.44, 0.34, -0.70], [0.24, 0.15, -0.24], [-0.34, -0.12, -0.21], [-0.14, 0.02, -0.09], [-0.32, -0.12, -0.21], [-0.11, 0.13, 0.41], [1.03, 0.21, 0.63], [0.96, 0.01, 1.71], [0.13, -0.05, -0.45], [-0.72, 0.22, 0.09], [0.02, 0.03, -0.05], [0.05, 0.04, 0.06], [-0.05, 0.05, 0.07], [-0.16, -0.12, 0.02], [0.05, 0.10, -0.06], [0.02, 0.03, -0.06], [0.01, 0.08, -0.04], [0.07, -0.01, 0.00], [-0.06, 0.12, -0.03], [0.33, 0.55, -0.04], [-0.64, -1.50, -0.32], [0.08, 0.07, 0.13], [0.00, 0.04, -0.13], [-0.04, 0.01, 0.07], [0.11, -0.03, -0.03], [0.07, -0.02, -0.06], [0.02, -0.13, -0.02], [0.11, 0.03, 0.10], [0.08, 0.38, -0.06], [-0.13, -0.01, -0.04], [-0.01, -0.06, 0.05], [-0.02, 0.11, 0.07], [-0.03, -0.11, -0.05], [0.06, -0.45, 0.17], [-0.23, -0.38, -0.29], [-0.01, -0.02, -0.04], [-0.06, -0.18, 0.07], [-0.08, -0.02, -0.01], [-0.05, -0.10, 0.04], [0.07, -0.05, 0.04], [0.10, 0.07, -0.03], [0.05, -0.03, 0.04], [-0.05, -0.01, 0.01], [0.08, 0.02, 0.11], [-0.08, -0.02, 0.10], [-0.15, 0.00, -0.03], [-0.03, 0.11, -0.07], [-0.19, 0.16, -0.06], [-0.24, -0.25, -0.13], [0.02, -0.03, 0.05], [0.05, -0.12, -0.01], [0.01, 0.00, -0.06], [-0.01, 0.14, -0.03], [0.15, 0.10, 0.21], [-0.13, 0.12, 0.33], [0.17, -0.02, -0.04], [-0.08, -0.13, 0.00], [0.31, -0.23, 0.24], [-0.46, 1.82, -0.89], [-0.63, -0.37, -0.07], [-0.01, -0.21, 0.38], [-0.12, -0.19, -0.01], [-0.02, 0.14, 0.14], [-0.09, -0.02, -0.01], [-0.12, 0.06, -0.07], [0.05, 0.11, 0.13], [0.08, -0.10, 0.01], [-0.03, -0.04, -0.14], [0.12, 0.08, -0.04], [0.16, -0.03, -0.12], [0.00, 0.09, 0.08], [0.05, 0.14, 0.03], [-0.06, 0.01, 0.14], [-0.10, 0.12, -0.09], [0.08, 0.06, -0.19], [-0.02, -0.02, -0.08], [0.09, -0.05, -0.03]], "total_charge": 1, "e_homo_ev": -11.179, "gap_ev": 7.5}



- Number 2 is which compound?
  C34H37NO5PSTi